(1)
2 unconnected molecules or ions with the total composition C6H15N2. Source: the OMol25 dataset; level of theory: ωB97M-V with the def2-TZVPD basis set.

Results
- LUMO energy (alpha / beta) (eV) = -5.72 / -5.26
- net charge = +1
- electronic energy (eV) = -9433.352
- relative energy (zero: lowest compared OMol25 entry of this formula, charge and spin) (kJ/mol) = 638.7
- HOMO (alpha / beta) (eV) = -13.674 / -13.616

```
23
Properties=species:S:1:pos:R:3:nbo_charge:R:1
C 2.123 0.248 0.296 0.233
C -2.143 0.026 -0.835 -0.558
C -1.123 0.226 1.425 -0.614
C -0.349 1.631 -0.390 -0.567
C 0.087 -2.064 -0.168 -0.484
C -0.869 0.267 -0.077 -0.006
N 0.069 -0.653 -0.580 -0.104
N 3.213 0.165 -0.392 -0.696
H 2.390 0.362 1.282 0.152
H -2.765 0.781 -0.392 0.241
H -2.111 0.206 -1.885 0.238
H -2.447 -1.007 -0.633 0.220
H -1.486 -0.619 1.911 0.232
H -1.712 1.122 1.493 0.226
H -0.166 0.423 1.839 0.204
H -0.851 2.411 0.248 0.238
H 0.814 1.744 -0.052 0.207
H -0.291 1.863 -1.528 0.248
H 0.787 -2.597 -0.827 0.226
H 0.383 -2.280 0.894 0.229
H -0.854 -2.454 -0.430 0.248
H 4.125 0.193 0.218 0.442
H 3.177 0.005 -1.416 0.444
```

(2)
C4H11N3 in the gas phase. Source: the OMol25 dataset; level of theory: ωB97M-V with the def2-TZVPD basis set.

Results
- LUMO energy (eV) = 0.86
- net charge = 0
- SMILES string = [H]/N=C(/N)NCCC
- electronic energy (eV) = -8795.242
- relative energy (zero: lowest compared OMol25 entry of this formula, charge and spin) (kJ/mol) = 229.3
- HOMO (eV) = -9.069

```
18
Properties=species:S:1:pos:R:3:nbo_charge:R:1
C -1.431 2.119 -0.737 -0.616
C -0.862 1.016 -1.613 -0.426
C -0.671 -0.296 -0.890 -0.229
N 0.766 -0.423 -0.454 -0.648
C 0.903 -0.784 0.985 0.594
N 0.064 -1.843 1.388 -0.888
N 1.815 -0.242 1.689 -0.700
H -1.181 2.008 0.328 0.208
H -2.535 2.047 -0.809 0.206
H -1.228 3.148 -1.027 0.218
H 0.097 1.378 -2.020 0.203
H -1.475 0.868 -2.496 0.217
H -1.423 -0.241 -0.084 0.171
H -0.978 -1.272 -1.290 0.201
H 1.096 0.530 -0.349 0.362
H -0.837 -1.573 1.734 0.392
H 0.122 -2.568 0.690 0.388
H 2.558 -0.004 1.029 0.346
```